# 1
Below is a structure of composition C39H31F6N2OP3SZr, with properties calculated with ωB97M-V/def2-TZVPD.

Output
⟨S²⟩	0.786
relative energy (zero: lowest compared OMol25 entry of this formula, charge and spin)	229.4	kJ/mol
multiplicity	2
net charge	+1
molar mass	873.89	g mol⁻¹

Geometry (Å):
Zr -3.29671 11.14360 13.31078
S -5.33896 9.31273 13.02927
P -1.01708 10.17183 11.56726
P -2.49591 11.24710 15.94256
P -5.28534 11.58529 15.53994
F -1.16696 10.80758 13.18704
F -1.17593 9.74534 10.05544
F -0.00503 11.28143 11.29258
F -2.23930 9.17033 11.98055
F -2.32662 11.26879 11.35260
F 0.08451 9.05671 11.78167
O -5.14441 10.61178 12.17249
N -4.25128 9.15058 13.99910
N -3.95851 11.53974 16.64623
C -2.06751 17.38680 16.09174
C 0.38893 15.90478 11.94044
C -1.49790 7.61736 18.62750
C -8.69792 9.58794 15.80760
C -6.55680 13.58336 17.06323
C 0.29075 17.22832 11.59338
C -4.20111 16.31732 16.15027
C 0.86782 13.53932 16.45488
C -1.85859 13.66555 16.95155
C -8.06329 15.20195 16.09765
C -1.79854 8.51700 16.46148
C -1.73613 17.45070 12.93476
C 0.30599 14.70772 16.99255
C -1.48992 8.90402 19.18217
C -7.07212 8.07269 16.60847
C -0.47258 15.38295 12.87884
C -1.51893 16.16008 13.43910
C -3.29988 13.12089 13.95095
C -6.18748 13.12961 15.78494
C -1.04967 14.74812 17.33557
C 0.06263 12.48439 16.18130
C -0.85770 17.92402 11.90234
C -1.75782 9.99645 18.33051
C -7.74299 10.55546 15.73024
C -6.11350 9.06700 16.55139
C -1.45905 7.45122 17.27597
C -1.92615 9.84725 16.94276
C -1.29865 12.51534 16.44790
C -2.91649 14.41913 14.31487
C -7.66216 14.80485 14.84628
C -2.93358 16.48361 15.46690
C -2.26747 18.07415 17.26880
C -7.46885 14.62451 17.19403
C -6.44494 10.35209 16.10806
C -6.64793 13.95591 14.70867
C -8.37514 8.30177 16.21059
C -2.47079 15.61174 14.41915
C -3.48833 17.81756 17.94310
C -4.43364 16.95115 17.35168
H -1.29847 6.66476 19.09859
H -1.28793 6.45667 16.88699
H -8.12750 15.25072 13.96548
H -1.97217 8.27272 15.42400
H -0.36489 14.34705 13.26750
H 1.01728 15.51584 17.29989
H -6.34679 13.01269 17.92871
H -8.08106 11.61247 15.53928
H -9.06124 15.56897 16.27855
H -2.88750 13.69865 17.03090
H -5.29164 16.82828 18.04001
H -1.41481 9.02711 20.19849
H -1.05363 17.38590 15.70399
H -1.86354 11.00598 18.74020
H -7.81551 14.99618 18.15228
H -5.10185 8.91548 16.93892
H -6.26918 13.82773 13.75475
H -9.71531 9.69017 15.39050
H -3.71794 18.28901 18.79638
H -4.08271 11.46719 17.63337
H 1.95192 13.53176 16.40538
H -9.11106 7.54929 16.24592
H -6.84116 7.19096 17.16935
H 0.46537 11.60322 15.77298
H 0.99206 17.75426 11.00665
H -1.51562 18.78671 17.57767
H -1.54222 15.55071 17.86462
H -0.99089 18.88610 11.44877
H -2.54137 18.01425 13.34154
H -4.93052 15.63815 15.73891
H 1.26084 15.27039 11.71069

Charges obtained by Löwdin population analysis, quoted in units of e:
1 Zr 1.450
2 S 0.829
3 P 0.232
4 P 0.868
5 P 0.940
6 F -0.302
7 F -0.075
8 F -0.034
9 F -0.183
10 F -0.267
11 F -0.063
12 O -0.661
13 N -0.487
14 N -0.338
15 C -0.068
16 C -0.074
17 C -0.072
18 C -0.070
19 C -0.078
20 C -0.081
21 C 0.010
22 C -0.070
23 C -0.113
24 C -0.067
25 C -0.085
26 C 0.014
27 C -0.049
28 C -0.035
29 C -0.066
30 C -0.018
31 C -0.173
32 C -0.185
33 C -0.354
34 C -0.046
35 C -0.089
36 C -0.039
37 C -0.081
38 C -0.120
39 C -0.096
40 C -0.090
41 C -0.332
42 C -0.349
43 C -0.033
44 C -0.091
45 C -0.174
46 C -0.046
47 C -0.081
48 C -0.391
49 C -0.117
50 C -0.053
51 C -0.195
52 C -0.038
53 C -0.059
54 H 0.112
55 H 0.115
56 H 0.128
57 H 0.084
58 H 0.121
59 H 0.126
60 H 0.100
61 H 0.127
62 H 0.119
63 H 0.066
64 H 0.114
65 H 0.079
66 H 0.125
67 H 0.107
68 H 0.115
69 H 0.105
70 H 0.085
71 H 0.126
72 H 0.063
73 H 0.077
74 H 0.116
75 H 0.101
76 H 0.108
77 H 0.100
78 H 0.100
79 H 0.113
80 H 0.099
81 H 0.102
82 H 0.109
83 H 0.085
84 H 0.122

# 2
Below is a structure of composition C39H31GeN3O5PdS2, with properties calculated with ωB97M-V/def2-TZVPD.

Output
⟨S²⟩	0.756
relative energy (zero: lowest compared OMol25 entry of this formula, charge and spin)	6.7	kJ/mol
multiplicity	2
net charge	-1
molar mass	864.86	g mol⁻¹

Geometry (Å):
Pd -1.06531 -0.07714 -0.04047
Ge 1.31193 0.28641 -0.14216
S -0.96682 -1.72542 1.60340
S 1.34151 -4.45714 -0.45913
O -0.60207 -3.69032 -3.10341
O -1.38849 -1.53182 -1.60569
O -2.18001 1.53857 1.06102
O 2.39240 -5.04400 0.32801
O 1.54085 -4.33944 -1.87282
N -2.09259 2.49409 -1.05289
N 0.92360 -2.99949 0.19420
N -1.48518 1.31792 -1.46233
C -0.00189 -2.23450 -4.85347
C -0.94864 -4.35445 0.64553
C -3.64970 6.05009 0.50723
C 0.61216 2.43428 3.88513
C -1.28784 1.17876 -2.72394
C 3.14967 4.61836 -0.92588
C -2.98504 3.74876 0.76226
C 3.05908 -1.10926 1.67991
C 2.06540 -0.79223 -1.58143
C 2.52319 0.39477 3.96923
C -4.07241 6.08089 1.83012
C 3.47726 -0.65326 4.00421
C -0.82355 -0.01692 -3.38675
C 3.73656 -1.38976 2.88856
C 1.30345 2.16245 5.08511
C -2.69459 -5.96409 0.77917
C -2.38142 2.48225 0.23125
C 2.12633 -0.11067 1.59734
C 0.87558 1.70855 2.75933
C 3.30644 2.25498 -0.53284
C -1.91993 -6.86897 0.05913
C -3.95043 4.94513 2.61821
C -0.54596 -2.41663 -3.60693
C -0.64627 -6.52341 -0.38174
C 1.91385 2.13589 -0.49144
C 2.23462 1.16511 5.12268
C 1.15561 3.28881 -0.66493
C -1.88988 -4.14386 -2.71018
C -0.22727 -3.04771 0.78040
C -3.10973 4.89001 -0.02570
C -2.21883 -4.69190 1.07538
C -0.29763 0.13016 -4.68311
C -0.19201 -5.26059 -0.07122
C 0.13595 -0.95312 -5.40537
C -0.94274 -1.30752 -2.79733
C 1.76808 4.51858 -0.88008
C 3.92173 3.47912 -0.74999
C -3.40607 3.78479 2.08719
C 1.83812 0.66856 2.76001
H 0.31090 1.91569 1.85994
H 3.62347 5.57843 -1.09168
H -3.29146 2.89074 2.68559
H -2.31763 -7.84953 -0.17011
H -2.81598 -3.96931 1.61582
H -4.27738 4.96390 3.65057
H -2.58826 -4.08985 -3.55314
H -2.28020 -3.56146 -1.87658
H 5.00300 3.54299 -0.77623
H 3.26699 -1.73104 0.81820
H 0.07790 3.24950 -0.63516
H 0.56748 -0.82753 -6.38931
H -0.04131 -7.21182 -0.95666
H -0.22334 1.12932 -5.09871
H -1.53093 2.04329 -3.34141
H 1.08968 2.74288 5.97438
H 3.98890 -0.86130 4.93753
H 1.59009 -1.76843 -1.64909
H 2.76788 0.94267 6.04053
H 1.95119 -0.25764 -2.52405
H -1.76503 -5.18461 -2.41349
H -3.73937 6.93538 -0.11040
H 1.15441 5.40264 -1.00768
H 4.45113 -2.20284 2.91928
H 3.12978 -0.93775 -1.38480
H -0.13965 3.21332 3.85485
H -2.77843 4.84952 -1.05420
H -3.68608 -6.25324 1.10365
H 0.32564 -3.11406 -5.39435
H 3.92885 1.37796 -0.38119
H -4.49330 6.98857 2.24511

Charges obtained by Löwdin population analysis, quoted in units of e:
1 Pd 0.687
2 Ge 0.929
3 S 0.669
4 S 0.643
5 O -0.122
6 O -0.168
7 O -0.137
8 O -0.297
9 O -0.274
10 N 0.041
11 N -0.071
12 N -0.127
13 C -0.005
14 C -0.227
15 C -0.096
16 C -0.072
17 C -0.074
18 C -0.107
19 C -0.145
20 C -0.109
21 C -0.199
22 C -0.170
23 C -0.109
24 C -0.045
25 C -0.162
26 C -0.072
27 C -0.094
28 C -0.069
29 C -0.500
30 C -0.267
31 C -0.040
32 C -0.115
33 C -0.081
34 C -0.092
35 C -0.230
36 C -0.050
37 C -0.283
38 C -0.051
39 C -0.098
40 C -0.063
41 C -0.729
42 C -0.040
43 C -0.027
44 C -0.078
45 C -0.225
46 C -0.108
47 C -0.314
48 C -0.090
49 C -0.098
50 C -0.030
51 C -0.177
52 H 0.070
53 H 0.093
54 H 0.111
55 H 0.101
56 H 0.099
57 H 0.096
58 H 0.095
59 H 0.079
60 H 0.096
61 H 0.085
62 H 0.070
63 H 0.089
64 H 0.122
65 H 0.104
66 H 0.129
67 H 0.094
68 H 0.104
69 H -0.012
70 H 0.104
71 H 0.027
72 H 0.078
73 H 0.095
74 H 0.098
75 H 0.101
76 H 0.029
77 H 0.101
78 H 0.101
79 H 0.101
80 H 0.117
81 H 0.097
82 H 0.093

# 3
Below is a structure of composition C39H31N6O4Y, with properties calculated with ωB97M-V/def2-TZVPD.

Output
relative energy (zero: lowest compared OMol25 entry of this formula, charge and spin)	0.0	kJ/mol
net charge	+2
molar mass	736.62	g mol⁻¹

Geometry (Å):
Y -1.56533 -1.36696 -0.30051
O -0.68457 0.28811 -0.97701
O 6.57202 3.39351 1.50105
O 0.80387 -5.14679 -0.17666
O -5.56918 -2.60617 -1.79539
N -1.36173 -0.16280 1.65527
N 0.36781 4.21921 2.89115
N -2.24417 -3.58481 -1.06700
N 0.13643 -3.01768 0.00495
N -3.87348 -1.47400 -0.87443
N 1.44946 4.76639 3.12848
C -4.16618 1.63028 -4.05879
C 5.29765 3.62007 1.87679
C 3.08753 2.95099 2.55587
C 3.64992 5.28144 2.39541
C -3.00688 -6.06412 -1.94862
C 2.70759 4.28185 2.63995
C -3.30155 2.73621 -2.10748
C -0.39522 1.24695 -0.05973
C -4.50079 0.65568 -1.88388
C 0.23904 2.41291 -0.39260
C -3.81275 1.72235 -1.31282
C -0.83700 1.74688 3.60993
C 1.51744 -3.00280 0.57601
C -4.96564 -0.45726 -0.97778
C -4.67347 0.61299 -3.26280
C -6.16401 -1.31219 -1.42703
C -0.09456 -4.21803 -0.38606
C 1.89133 -4.49846 0.57188
C 0.24850 3.17844 1.89712
C -0.44186 1.99922 2.27895
C 4.92435 4.96087 1.98504
C 6.99945 2.04799 1.35324
C 3.82529 -0.20966 -1.71948
C 2.46728 -0.73137 0.18900
C 2.37780 -2.05672 -0.22468
C 4.38255 2.61350 2.18888
C -1.45834 0.56865 3.93478
C 3.01926 -2.45249 -1.39320
C 0.56249 3.37797 0.58335
C -4.32418 -2.55850 -1.39611
C -0.74069 1.02398 1.30583
C -1.38798 -4.60203 -1.01319
C -1.72417 -5.87281 -1.44495
C -1.69206 -0.36397 2.92262
C -3.48053 2.69051 -3.48284
C -3.48274 -3.77929 -1.51464
C 3.18389 0.19262 -0.55623
C -3.91377 -5.00953 -1.97836
C 3.74368 -1.53138 -2.13583
H -4.92411 -5.13781 -2.34028
H 4.24751 -1.84652 -3.03955
H -3.30541 -7.04142 -2.30301
H 1.06521 4.28855 0.28366
H -2.78037 3.56810 -1.65258
H -2.17315 -1.30835 3.15518
H -3.09726 3.48701 -4.10607
H 2.82431 -4.73141 0.06971
H -4.31398 1.59866 -5.12969
H -5.15576 -0.04825 0.01454
H 4.39383 0.50430 -2.30042
H -1.76987 0.35328 4.94613
H 1.98253 -0.41722 1.10945
H -5.20274 -0.20725 -3.73398
H 4.67794 1.57472 2.17705
H 1.46049 -2.63773 1.60206
H 8.01184 2.09720 0.96528
H 1.88210 -4.94218 1.56373
H -1.00964 -6.68146 -1.38449
H 7.00528 1.53134 2.31563
H 2.96085 -3.47767 -1.74102
H 2.40447 2.15678 2.83304
H -0.64632 2.50314 4.36133
H 3.24955 1.22062 -0.22363
H -6.69691 -0.93291 -2.29220
H 6.36397 1.50893 0.64558
H -3.69727 1.77868 -0.23363
H -6.86259 -1.51943 -0.62067
H 3.35455 6.31339 2.53274
H 0.49839 2.58021 -1.42992
H 5.66072 5.72492 1.77852

Charges obtained by Löwdin population analysis, quoted in units of e:
1 Y 1.671
2 O -0.272
3 O -0.060
4 O 0.076
5 O 0.077
6 N -0.030
7 N 0.080
8 N 0.057
9 N 0.057
10 N 0.049
11 N 0.096
12 C -0.051
13 C -0.274
14 C -0.032
15 C -0.006
16 C 0.030
17 C -0.273
18 C -0.058
19 C -0.349
20 C -0.203
21 C 0.022
22 C -0.049
23 C 0.053
24 C -0.209
25 C -0.210
26 C -0.027
27 C -0.008
28 C -0.318
29 C -0.007
30 C -0.229
31 C -0.095
32 C 0.023
33 C -0.061
34 C -0.054
35 C -0.041
36 C -0.198
37 C -0.018
38 C -0.018
39 C -0.026
40 C 0.010
41 C -0.319
42 C -0.165
43 C -0.148
44 C 0.065
45 C -0.106
46 C -0.054
47 C -0.148
48 C -0.063
49 C 0.065
50 C -0.051
51 H 0.141
52 H 0.116
53 H 0.136
54 H 0.134
55 H 0.114
56 H 0.120
57 H 0.116
58 H 0.133
59 H 0.116
60 H 0.151
61 H 0.116
62 H 0.121
63 H 0.112
64 H 0.116
65 H 0.101
66 H 0.149
67 H 0.100
68 H 0.141
69 H 0.141
70 H 0.101
71 H 0.117
72 H 0.110
73 H 0.132
74 H 0.100
75 H 0.134
76 H 0.086
77 H 0.117
78 H 0.142
79 H 0.123
80 H 0.134
81 H 0.130

Here are the calculated largest force on an atom numbers, same order: 11.66, 0.57, 1.14 (eV Å⁻¹).